(1)
C3H5N3 | ωB97M-V/def2-TZVPD

Properties
Strongest force on any atom   2.00 eV Å⁻¹
HOMO-LUMO gap   0.3485 Ha
LUMO level   1.08 eV

Element x y z (Å)
N -0.23910 -1.38142 0.35845
N -1.59322 0.01852 -0.92061
N -1.49466 -1.01136 -0.32941
C 1.15192 1.15891 -0.55911
C 0.11644 -0.45066 1.36637
C 0.40903 0.22716 0.32146
H -2.16269 -1.79539 -0.35311
H 0.18959 -0.54896 2.42894
H 0.49363 1.88735 -1.05011
H 1.62685 0.55991 -1.33917
H 1.94252 1.68618 -0.00691

Atomic forces in eV per Å
N 1.40 1.05 -0.97
N -0.73 -0.60 0.24
N -0.60 0.78 -0.49
C 0.02 -0.37 0.04
C 0.04 0.51 0.52
C 0.25 -1.00 0.05
H 0.09 -0.03 0.07
H -0.32 0.09 0.37
H 0.07 -0.35 0.25
H 0.02 0.09 -0.05
H -0.24 -0.19 -0.03

Atomic partial charges in e from the Mulliken method, atoms 1 to 2: number 1, N, carries -0.495; number 2, N, carries -0.525

---

(2)
C3H5N3 | ωB97M-V/def2-TZVPD

Properties
Strongest force on any atom   6.99 eV Å⁻¹
HOMO-LUMO gap   0.3911 Ha
SMILES   Cc1nc[nH]n1
LUMO level   1.00 eV

Element x y z (Å)
N 0.63474 -0.26198 1.14807
N -0.94306 -0.04770 -0.40294
N -1.47217 -0.02244 0.85936
C 1.08830 0.24982 -1.51924
C -0.57751 -0.19995 1.80674
C 0.36832 -0.14788 -0.10108
H -0.46094 -0.55031 2.90447
H 2.14976 -0.21260 -1.43331
H 0.72626 -0.53912 -2.28956
H -2.37304 0.37076 0.93881
H 0.85934 1.36141 -1.91133

Atomic forces in eV per Å
N 0.54 -0.33 3.26
N 0.08 0.70 2.26
N -1.01 -0.50 -0.52
C 1.09 -2.62 0.58
C 4.27 -1.19 0.27
C -2.00 1.93 -6.42
H -1.48 1.24 -1.96
H -1.08 2.07 -0.25
H -0.16 1.68 1.21
H -1.21 -0.21 0.26
H 0.98 -2.77 1.30

Atomic partial charges in e from the Mulliken method, atoms 1 to 2: number 1, N, carries -0.597; number 2, N, carries -0.587

---

(3)
C3H5N3 | ωB97M-V/def2-TZVPD

Properties
Strongest force on any atom   1.76 eV Å⁻¹
HOMO-LUMO gap   0.3989 Ha
SMILES   [H]/N=C(\C#N)NC
LUMO level   0.45 eV

Element x y z (Å)
N 0.47711 -0.25382 -0.90448
N -1.25652 1.89139 1.64737
N -1.80546 0.39165 -0.88567
C -0.63284 1.13121 1.02142
C 1.16102 -1.06074 0.09326
C -0.65138 0.36137 -0.37712
H 2.17020 -1.30960 -0.23588
H 1.07797 0.39610 -1.40481
H 1.19635 -0.51996 1.05188
H -2.34710 0.96857 -0.24226
H 0.61065 -1.99617 0.23630

Atomic forces in eV per Å
N -0.13 0.18 0.18
N 1.49 -0.93 -0.03
N 0.62 0.14 0.09
C -1.26 0.43 -1.00
C 0.12 -0.09 0.14
C -0.32 0.63 0.92
H -0.11 0.11 0.03
H -0.20 -0.16 0.12
H 0.22 -0.23 0.01
H -0.53 -0.24 -0.50
H 0.09 0.16 0.04

Atomic partial charges in e from the Mulliken method, atoms 1 to 2: number 1, N, carries -0.306; number 2, N, carries -0.456

---

(4)
C3H5N3 | ωB97M-V/def2-TZVPD

Properties
Strongest force on any atom   5.08 eV Å⁻¹
HOMO-LUMO gap (alpha / beta)   0.2573 / 0.2574 Ha
SMILES   Nc1cn[nH]c1
LUMO level (alpha / beta)   0.08 / 0.09 eV

Element x y z (Å)
N 1.89809 -0.05362 0.06650
N -1.60811 -0.65314 0.48918
N -1.63485 0.71683 -0.31069
C -0.33876 1.18836 -0.12314
C 0.51300 0.13113 -0.02282
C -0.49455 -0.91651 -0.20148
H 2.20828 -0.46742 0.93759
H -0.39226 -1.78080 -0.85297
H 2.42883 0.78333 -0.13001
H -0.16003 2.25346 -0.06623
H -2.41964 -1.20162 0.21410

Atomic forces in eV per Å
N 0.03 -0.05 -0.06
N 0.65 0.70 -3.75
N -0.68 4.17 2.83
C -2.97 -0.44 -0.55
C -0.55 -2.30 -0.54
C 3.23 -1.78 2.37
H -0.07 0.13 -0.13
H 0.32 -0.42 0.45
H -0.02 -0.08 -0.03
H 0.02 0.03 -0.44
H 0.04 0.05 -0.15

Atomic partial charges in e from the Mulliken method, atoms 1 to 2: number 1, N, carries -0.558; number 2, N, carries -0.213

---

(5)
C3H5N3 | ωB97M-V/def2-TZVPD

Properties
Strongest force on any atom   2.91 eV Å⁻¹
HOMO-LUMO gap   0.3798 Ha
SMILES   C[C@H]1C=NN=N1
LUMO level   0.12 eV

Element x y z (Å)
N -0.07428 -1.18826 -0.86800
N 1.81469 -0.97576 0.25786
N 0.88629 -1.82047 -0.40792
C -1.26699 0.37473 0.37202
C 0.07683 0.18800 -0.52014
C 1.34970 0.19651 0.18852
H 0.00016 0.84304 -1.37352
H -1.19012 -0.19288 1.28845
H -1.28719 1.43659 0.59906
H 1.86313 1.03310 0.61988
H -2.17221 0.10541 -0.15620

Atomic forces in eV per Å
N 0.81 -0.72 -0.67
N 0.83 -0.44 0.25
N -0.40 -0.91 -0.17
C 1.63 1.15 -0.37
C -2.78 0.14 0.85
C -0.18 0.55 0.26
H 0.00 0.19 -0.35
H 0.10 -0.18 0.14
H -0.31 0.10 0.30
H 0.11 0.27 0.11
H 0.18 -0.15 -0.35

Atomic partial charges in e from the Mulliken method, atoms 1 to 2: number 1, N, carries -0.099; number 2, N, carries -0.263

---

(6)
C3H5N3 | ωB97M-V/def2-TZVPD

Properties
Strongest force on any atom   2.46 eV Å⁻¹
HOMO-LUMO gap   0.3636 Ha
SMILES   [H]/N=C1\CN=CN1
LUMO level   0.85 eV

Element x y z (Å)
N -1.21826 1.64763 0.10312
N 0.94097 0.71178 -0.19137
N 0.60584 -1.51565 0.15393
C -0.42572 0.65744 -0.01971
C -0.71429 -0.85438 0.10115
C 1.45483 -0.57476 -0.02749
H -1.38670 -1.22167 -0.71397
H 1.60879 1.53378 -0.30891
H 2.53846 -0.61559 -0.20560
H -1.24077 -1.01941 1.04681
H -2.16316 1.25083 0.06204

Atomic forces in eV per Å
N 0.12 -0.64 -0.74
N 1.85 1.01 0.04
N 0.38 0.49 -0.56
C -0.67 0.13 0.16
C 0.00 0.34 0.15
C -0.17 0.29 -0.68
H 0.80 0.14 0.48
H -1.97 -1.44 0.34
H -0.45 -0.69 0.52
H 0.01 -0.04 -0.14
H 0.11 0.42 0.43

Atomic partial charges in e from the Mulliken method, atoms 1 to 2: number 1, N, carries -0.741; number 2, N, carries -0.165

---

(7)
C3H5N3 | ωB97M-V/def2-TZVPD

Properties
Strongest force on any atom   1.28 eV Å⁻¹
HOMO-LUMO gap   0.3315 Ha
LUMO level   0.57 eV

Element x y z (Å)
N 1.03080 -0.90202 -0.26490
N -0.03088 -0.04023 0.06538
N 1.79265 1.18863 -0.26791
C -1.43296 -0.42370 0.07052
C 2.18472 -0.12001 -0.42285
C 0.49902 1.18199 -0.02824
H -0.10925 2.07306 0.08291
H -2.02782 0.44691 0.36466
H -1.77220 -0.76414 -0.91392
H 1.46162 -1.42185 0.51345
H -1.59570 -1.21864 0.80089

Atomic forces in eV per Å
N 0.55 0.17 0.15
N 0.29 0.32 0.20
N -0.05 0.07 -0.35
C -0.02 -0.07 0.07
C 0.02 0.57 -0.11
C -0.16 -0.10 -0.01
H -0.02 -0.14 -0.02
H 0.18 -0.16 -0.04
H 0.21 0.06 0.14
H -1.01 -0.78 0.06
H 0.01 0.08 -0.09

Atomic partial charges in e from the Mulliken method, atoms 1 to 2: number 1, N, carries -0.373; number 2, N, carries 0.251

---

(8)
C3H5N3 | ωB97M-V/def2-TZVPD

Properties
Strongest force on any atom   0.43 eV Å⁻¹
HOMO-LUMO gap   0.3495 Ha
SMILES   Nc1cc[nH]n1
LUMO level   1.14 eV

Element x y z (Å)
N -0.76930 1.22699 0.74164
N 0.56425 1.04669 0.54212
N 1.87364 -0.64794 -0.46796
C 0.64466 -0.08248 -0.13404
C -0.63907 -0.61011 -0.44815
C -1.51207 0.25950 0.14436
H -1.08010 2.18058 0.83044
H 2.57691 -0.47708 0.23923
H 1.79663 -1.63599 -0.66409
H -0.87074 -1.47108 -1.05761
H -2.58483 0.21093 0.27406

Atomic forces in eV per Å
N -0.18 0.11 -0.18
N 0.00 -0.28 -0.23
N 0.01 -0.06 0.05
C -0.04 0.03 0.05
C -0.02 -0.01 0.03
C 0.08 0.00 -0.01
H -0.02 -0.09 0.41
H -0.03 0.06 -0.15
H 0.07 0.10 0.04
H 0.02 -0.04 0.28
H 0.11 0.19 -0.27

Atomic partial charges in e from the Mulliken method, atoms 1 to 2: number 1, N, carries 0.179; number 2, N, carries -0.789

---

(9)
C3H5N3 | ωB97M-V/def2-TZVPD

Properties
Strongest force on any atom   1.18 eV Å⁻¹
HOMO-LUMO gap   0.3744 Ha
SMILES   [H]/N=C(\C#N)NC
LUMO level   0.65 eV

Element x y z (Å)
N 1.84716 -1.44703 -1.49248
N -1.31620 -1.64678 -0.14589
N -0.41249 0.27040 0.59691
C -0.32361 -0.84510 -0.16354
C 0.91383 -1.12474 -0.88920
C 0.29923 1.51184 0.45953
H 0.28202 1.98274 1.44483
H 1.35207 1.35438 0.20900
H -0.17226 2.12972 -0.31404
H -1.11543 -2.48042 -0.67474
H -1.35433 0.29499 0.96963

Atomic forces in eV per Å
N -0.91 0.43 0.63
N 0.22 -0.22 -0.33
N -0.08 -0.26 0.19
C -0.36 -0.17 0.22
C 0.82 -0.26 -0.54
C 0.12 0.09 -0.01
H -0.03 0.30 -0.30
H -0.20 -0.15 -0.08
H 0.25 0.24 0.25
H -0.02 -0.31 -0.16
H 0.19 0.30 0.14

Atomic partial charges in e from the Mulliken method, atoms 1 to 2: number 1, N, carries -0.357; number 2, N, carries -0.688

---

(10)
C3H5N3 | ωB97M-V/def2-TZVPD

Properties
Strongest force on any atom   2.58 eV Å⁻¹
HOMO-LUMO gap   0.4076 Ha
SMILES   Cn1cncn1
LUMO level   0.59 eV

Element x y z (Å)
N 0.69722 -1.08545 -0.40294
N 1.29922 1.06850 0.05495
N -0.29566 -0.20900 -0.87502
C -1.25266 -0.39531 0.25404
C 0.23086 1.07826 -0.66559
C 1.49556 -0.30677 0.24666
H -2.13838 0.24703 0.11894
H -0.26682 1.96246 -1.05856
H -0.49169 -0.22712 1.12312
H 2.27191 -0.69110 0.88878
H -1.54956 -1.44150 0.31563

Atomic forces in eV per Å
N 0.46 0.24 0.71
N -0.02 -0.15 -0.26
N 0.18 0.13 -0.47
C 0.20 -0.02 0.81
C 0.06 -0.09 0.17
C 0.90 -0.14 -0.73
H 0.53 -0.10 0.46
H 0.03 -0.23 0.26
H -2.52 0.18 -0.52
H 0.26 0.06 -0.21
H -0.08 0.12 -0.22

Atomic partial charges in e from the Mulliken method, atoms 1 to 2: number 1, N, carries -0.453; number 2, N, carries -0.464

---

For reference, energy above the lowest of the compared OMol25 structures with the same formula, charge and spin by record: 149.5; 54.7; 46.9; 118.4; 55.6; 15.8; 77.6; 13.3; 22.5; 53.7 kcal per mole.